Entry from OMol25: a cluster of 2 separate species, HO5S in total (wB97M-V/def2-TZVPD).

Output
* Kohn-Sham gap (spin up / spin down): 0.2443 / 0.2448 Ha
* LUMO level (spin up / spin down): 0.114 / 0.114 Ha
* E_tot: -774.88074 Eh
* charge: -1

CARTESIAN COORDINATES (ANGSTROEM)
S: 0.9799 0.3286 0.3372
O: -1.0822 -0.7971 -0.2391
O: 1.6488 -0.7320 -0.4014
O: 1.2588 0.4617 1.6975
O: 0.6947 1.6001 -0.3598
O: -2.5049 -0.5733 0.0908
H: -0.9949 -0.2879 -1.1252

Forces on the atoms, in the same order (eV/Å):
S -0.79 0.83 -4.57
O 0.29 1.76 -1.50
O -0.66 0.92 0.54
O 0.02 -0.29 2.93
O 0.19 -2.05 0.63
O 1.23 0.07 -0.08
H -0.29 -1.23 2.04


Entry from OMol25: the ion C5H10N with charge +1 (wB97M-V/def2-TZVPD).

Output
* Kohn-Sham gap: 0.4130 Ha
* LUMO level: -0.185 Ha
* E_tot: -250.91013 Eh
* charge: +1

CARTESIAN COORDINATES (ANGSTROEM)
N: -1.0441 0.0572 -0.0387
C: 1.1311 1.2296 0.1866
C: 0.4042 0.0201 -0.1682
C: -0.4925 0.1067 -1.3825
C: -2.0503 -0.2107 0.6688
C: 0.9171 -1.2591 0.3319
H: -2.8907 -0.5184 0.2192
H: 2.1444 1.2683 -0.2972
H: 0.6955 2.2572 -0.1378
H: 1.6813 -1.7039 -0.3140
H: 1.3628 1.3392 1.3218
H: -0.0436 -1.9840 0.4678
H: -0.6211 1.1725 -1.8765
H: -2.0030 0.0038 1.7104
H: 1.5474 -0.9827 1.2692
H: -0.7385 -0.7958 -1.9608

Forces on the atoms, in the same order (eV/Å):
N -0.38 0.46 -0.37
C 2.16 3.88 1.40
C -0.82 1.11 -0.72
C -0.91 0.64 -0.83
C 2.82 1.60 0.75
C 0.04 -1.90 1.79
H -3.31 -0.77 -1.58
H -0.84 -0.46 0.34
H 0.19 -1.99 0.47
H -0.45 -0.01 -0.24
H -0.60 -0.43 -1.87
H 2.95 1.30 0.05
H 0.28 -2.48 1.01
H 0.15 -0.53 0.90
H -1.64 -1.05 -1.05
H 0.36 0.61 -0.06


Entry from OMol25: a structure of composition CHHgO3 (wB97M-V/def2-TZVPD).

Output
* Kohn-Sham gap (spin up / spin down): 0.3567 / 0.2629 Ha
* LUMO level (spin up / spin down): 0.003 / -0.107 Ha
* ⟨S²⟩: 0.76
* E_tot: -417.79229 Eh
* charge: 0
* spin multiplicity: 2

CARTESIAN COORDINATES (ANGSTROEM)
Hg: 0.3594 1.6175 -1.5395
O: 0.0199 -1.4745 0.8571
O: -0.4621 0.5923 0.4084
O: 0.7062 -0.4975 -1.0669
C: -0.0352 -0.6453 -0.0609
H: -0.5881 0.4075 1.4018

Forces on the atoms, in the same order (eV/Å):
Hg 0.36 0.67 -0.85
O -1.04 -0.57 -2.13
O -1.90 0.41 2.27
O -0.52 -0.69 -2.17
C 3.12 -0.37 4.92
H -0.02 0.55 -2.04


Entry from OMol25: a structure of composition C29H72N5O14V (wB97M-V/def2-TZVPD).

Output
* Kohn-Sham gap: 0.3211 Ha
* LUMO level: 0.014 Ha
* E_tot: -3419.20847 Eh
* charge: 0

CARTESIAN COORDINATES (ANGSTROEM)
V: 25.2199 -6.3921 -3.3285
O: 24.8731 -8.7432 -3.9223
O: 25.9291 -7.4860 -1.5180
O: 26.4066 -9.6911 -5.2660
O: 27.6272 -2.6271 -0.0438
O: 24.3163 -5.9873 -4.5809
O: 22.9453 -8.6107 -8.3109
O: 26.6248 -7.5967 -4.5650
O: 21.9488 -3.8434 -1.8252
O: 24.8631 0.2757 -7.5279
O: 25.3732 -4.7901 -8.2507
O: 20.8102 -8.1791 -3.8563
O: 16.9902 -7.2348 -10.6076
O: 26.0381 -5.1179 -2.9002
O: 26.9498 3.7563 1.1735
N: 26.6885 0.2107 0.3380
N: 23.4231 -6.5207 -2.0629
N: 25.4844 -1.9445 -9.3491
N: 19.1778 -5.2481 -2.4739
N: 19.4736 -8.2213 -9.2608
C: 19.5821 -4.2090 -1.5487
C: 26.4196 -3.0290 -9.5859
C: 25.7015 -4.3589 -9.5516
C: 20.6694 -3.3051 -2.0767
C: 26.8776 -0.5530 -0.8922
C: 26.1016 -0.6301 -9.3479
C: 23.7700 -7.8671 -7.4095
C: 22.7765 -6.6804 0.3426
C: 20.4442 -9.3397 -4.5706
C: 22.9904 -3.0151 -2.3153
C: 23.9122 -6.5416 -0.6672
C: 25.1200 0.4417 -8.9107
C: 26.9993 -8.3999 -1.3859
C: 26.8394 4.5126 2.3389
C: 26.5319 -2.0028 -0.6752
C: 21.7624 -7.9158 -8.5669
C: 25.9419 -8.6457 -4.5578
C: 26.4552 -5.3751 -7.5561
C: 23.9782 1.2405 -7.0248
C: 24.9128 -7.6616 -0.5477
C: 19.6952 -7.4524 -3.4238
C: 26.8618 1.6433 0.1148
C: 26.6494 2.3957 1.3990
C: 17.1230 -8.4466 -9.9114
C: 27.3908 -3.9936 0.1632
C: 15.6862 -6.7182 -10.5292
C: 20.8159 -8.7941 -9.3237
C: 18.5253 -8.9662 -10.0692
C: 20.1870 -6.2880 -2.6043
H: 25.0371 -2.1305 -8.4576
H: 19.7008 -9.9251 -4.0041
H: 19.9832 -9.0699 -5.5260
H: 27.4966 -8.2633 -0.4205
H: 22.7497 -5.7690 -2.2279
H: 22.9927 -2.0300 -1.8318
H: 20.5955 -2.3460 -1.5400
H: 27.1960 -3.0223 -8.7975
H: 27.9306 -0.5111 -1.2159
H: 18.3114 -5.6675 -2.1544
H: 25.6151 1.4101 -9.0869
H: 24.1900 0.3615 -9.4798
H: 18.7787 -8.9989 -11.1425
H: 19.5302 -7.2770 -9.6351
H: 20.4710 -3.1066 -3.1361
H: 26.4850 -0.4136 -10.3483
H: 16.4173 -9.1899 -10.3197
H: 16.9007 -8.3263 -8.8413
H: 26.3485 -4.1733 0.4492
H: 23.1071 -6.8138 1.3709
H: 23.1728 1.4740 -7.7292
H: 24.7612 -4.2647 -10.1024
H: 26.2716 -5.1216 -10.1079
H: 20.8229 -9.8041 -8.9040
H: 22.9220 -2.8229 -3.3925
H: 24.4294 -5.5994 -0.4612
H: 22.9215 -7.3954 -2.2244
H: 27.4061 -0.0844 0.9933
H: 19.0648 -7.1092 -4.2592
H: 25.8882 4.3212 2.8506
H: 15.6771 -5.7525 -11.0273
H: 27.8747 1.8743 -0.2556
H: 26.9818 -0.6174 -8.6775
H: 27.3200 -4.7069 -7.4822
H: 21.3253 -9.9632 -4.6844
H: 28.0404 -4.3436 0.9673
H: 26.8000 -6.2853 -8.0662
H: 22.1356 -5.8003 0.2646
H: 18.7382 -3.5579 -1.3015
H: 27.7208 -8.1747 -2.1674
H: 19.0398 -8.0995 -2.8109
H: 26.1000 -5.6303 -6.5638
H: 23.2398 -7.7631 -6.4531
H: 25.6300 -2.0413 -0.0450
H: 27.6689 4.2945 3.0284
H: 24.6441 -8.4859 -7.2232
H: 21.0687 -5.8713 -3.0989
H: 21.2948 -7.5451 -7.6462
H: 15.3455 -6.5940 -9.4927
H: 24.0054 -6.8704 -7.7885
H: 24.5128 2.1513 -6.7346
H: 14.9668 -7.3868 -11.0274
H: 21.1527 -8.8803 -10.3697
H: 26.8982 5.5674 2.0781
H: 26.6460 -9.4292 -1.4842
H: 26.3212 -2.5158 -1.6248
H: 25.6821 -10.3306 -5.2680
H: 23.4948 0.8354 -6.1318
H: 18.5126 -10.0058 -9.7223
H: 27.6441 -4.5505 -0.7461
H: 22.1406 -7.5364 0.0835
H: 27.3191 1.9865 2.1753
H: 26.1600 1.9670 -0.6558
H: 21.9786 -7.0283 -9.1930
H: 24.4041 -8.6189 -0.7559
H: 25.6196 2.2741 1.7613
H: 25.3295 -7.7307 0.4599
H: 19.8788 -4.6021 -0.5570
H: 20.5249 -6.6628 -1.6187
H: 23.9085 -3.5575 -2.1202
H: 26.9546 -2.9298 -10.5330
H: 26.2704 -0.1212 -1.6887

Forces on the atoms, in the same order (eV/Å):
V -0.81 -1.27 -2.70
O -0.29 -0.10 0.41
O -0.20 0.27 0.32
O -0.14 0.06 -0.13
O -0.09 0.29 0.48
O 0.53 0.09 0.84
O 0.40 0.16 0.28
O 0.20 1.18 0.83
O 0.09 -0.15 -0.44
O -0.11 -0.26 -0.22
O -0.05 0.12 -0.02
O 0.25 -0.14 0.10
O 0.04 0.32 0.10
O 0.01 0.47 0.26
O -0.15 -0.24 -0.36
N -0.05 0.27 -0.09
N 0.99 -0.14 0.31
N -0.21 -0.03 -0.42
N 0.00 -0.18 0.03
N 0.09 -0.04 -0.19
C -0.27 0.20 0.72
C 0.32 0.02 0.62
C -0.14 -0.35 -0.63
C -0.34 0.46 0.46
C 0.45 0.02 0.13
C 0.07 -0.41 0.43
C -0.58 -0.58 0.31
C -0.44 -0.21 -0.45
C -0.44 -0.14 0.30
C 0.05 0.12 -0.14
C -0.22 0.40 0.60
C 0.89 -0.04 0.05
C 0.44 -0.13 -0.06
C 0.17 0.25 0.45
C -0.19 0.03 -0.45
C 0.17 0.61 -0.33
C -0.47 -0.07 0.22
C 0.18 -0.16 -0.16
C -0.28 -0.02 0.42
C -0.38 -0.77 -0.14
C -0.63 -0.13 0.06
C 0.39 -0.34 -0.21
C 0.10 0.08 0.18
C -0.19 -0.42 -0.06
C 0.37 -0.33 -0.07
C -0.28 -0.12 -0.05
C -0.36 -0.17 -0.44
C -0.07 -0.34 0.05
C 0.16 0.11 0.12
H -0.03 0.20 0.03
H 0.10 0.10 -0.02
H 0.21 -0.10 -0.13
H -0.15 -0.02 0.03
H 0.32 0.10 0.17
H 0.02 -0.17 0.23
H 0.04 -0.02 -0.12
H 0.09 -0.12 -0.21
H -0.14 0.03 -0.21
H 0.00 0.07 -0.02
H -0.34 0.05 -0.02
H -0.02 0.11 -0.08
H 0.03 0.07 0.09
H -0.14 0.00 0.12
H 0.31 -0.12 -0.10
H -0.18 0.05 -0.07
H 0.02 0.09 0.02
H -0.02 0.12 -0.07
H 0.00 -0.10 -0.03
H 0.16 0.13 -0.01
H 0.12 0.09 -0.11
H -0.04 0.12 0.16
H 0.15 0.00 0.36
H -0.13 0.09 0.11
H -0.15 -0.28 0.00
H 0.01 0.01 -0.25
H 0.09 0.02 -0.43
H -0.13 -0.12 0.05
H 0.29 0.08 -0.07
H 0.02 0.05 0.03
H 0.01 0.03 -0.01
H -0.11 0.09 -0.03
H -0.12 0.24 0.00
H -0.10 0.08 0.10
H 0.11 0.14 -0.26
H -0.02 0.09 0.02
H -0.11 -0.01 0.03
H 0.08 0.04 0.17
H -0.18 -0.16 -0.38
H -0.10 -0.04 -0.10
H 0.10 0.05 -0.03
H 0.01 -0.01 0.11
H 0.10 0.16 -0.03
H 0.09 -0.18 0.00
H -0.15 -0.05 0.04
H 0.26 0.24 -0.16
H -0.25 0.02 -0.14
H -0.01 -0.17 0.11
H 0.16 0.04 0.00
H 0.19 -0.08 -0.09
H -0.07 0.10 -0.17
H 0.09 0.07 0.00
H 0.10 -0.13 0.09
H -0.05 0.00 -0.09
H -0.02 0.01 -0.03
H 0.01 0.09 0.01
H 0.10 -0.13 0.04
H 0.17 -0.03 -0.02
H 0.13 0.06 0.03
H -0.31 -0.12 0.03
H 0.15 -0.03 0.06
H -0.06 0.04 -0.04
H -0.08 0.06 0.08
H 0.00 0.01 0.23
H 0.05 0.04 0.08
H 0.03 0.04 -0.05
H 0.13 0.20 -0.02
H 0.26 -0.07 -0.20
H -0.03 0.08 -0.10
H 0.29 0.18 0.01
H -0.24 0.25 -0.13
H -0.14 -0.01 0.08


Entry from OMol25: a structure of composition C3H4N2O (wB97M-V/def2-TZVPD).

Output
* Kohn-Sham gap: 0.3251 Ha
* LUMO level: 0.026 Ha
* E_tot: -301.38543 Eh
* charge: 0

CARTESIAN COORDINATES (ANGSTROEM)
O: -1.1981 1.9644 0.4913
N: 0.1188 -1.3148 -0.0072
N: 0.7596 0.7913 -0.0366
C: -1.0338 -0.4648 0.2332
C: 1.1271 -0.4870 -0.2195
C: -0.6315 0.9065 0.2739
H: -1.9255 -0.9037 0.6520
H: -0.6753 -1.3120 -0.8305
H: 1.3720 1.5934 -0.0644
H: 2.1135 -0.8006 -0.5275

Forces on the atoms, in the same order (eV/Å):
O 0.09 -0.12 -0.01
N 0.13 -0.01 -0.04
N 0.03 -0.02 0.02
C -0.31 0.32 0.43
C 0.03 0.01 -0.03
C -0.04 -0.06 -0.07
H 0.09 0.04 -0.07
H 0.11 -0.15 -0.25
H -0.05 -0.06 -0.02
H -0.07 0.04 0.05


Entry from OMol25: the molecule C2H3N3O (wB97M-V/def2-TZVPD).

Output
* Kohn-Sham gap: 0.3748 Ha
* LUMO level: 0.024 Ha
* E_tot: -317.47733 Eh
* charge: 0

CARTESIAN COORDINATES (ANGSTROEM)
O: 1.6428 -1.0085 0.3615
N: -1.3799 0.3937 0.3545
N: 0.3949 0.3489 -1.1067
N: -0.3511 -0.2753 0.9571
C: -0.7308 0.8449 -0.9323
C: 0.7355 -0.3032 0.0886
H: -1.7466 1.2363 1.0063
H: -0.6727 -1.1010 1.3496
H: -1.3989 1.4112 -1.6198

Forces on the atoms, in the same order (eV/Å):
O 2.41 -0.52 -0.42
N -1.10 4.01 -0.95
N 1.79 0.44 -0.61
N 0.20 2.36 -0.20
C -3.97 0.00 2.22
C -1.35 -1.77 0.70
H 1.05 -2.27 -2.18
H 0.01 -1.90 0.93
H 0.95 -0.35 0.51


Entry from OMol25: the molecule C2H3NS (wB97M-V/def2-TZVPD).

Output
* Kohn-Sham gap: 0.3059 Ha
* LUMO level: -0.017 Ha
* E_tot: -530.83251 Eh
* charge: 0

CARTESIAN COORDINATES (ANGSTROEM)
S: 2.4287 0.1462 0.0806
N: -0.4259 -1.0631 -0.1772
C: -0.5279 0.4384 -0.2421
C: 0.8045 0.0360 0.0696
H: -0.6435 -1.4946 0.8030
H: -0.8605 0.9356 -1.1938
H: -0.7754 1.0015 0.6599

Forces on the atoms, in the same order (eV/Å):
S -2.28 -0.19 0.48
N 2.36 1.23 2.72
C 0.08 1.01 0.69
C 0.40 -2.64 -2.62
H 0.19 1.35 -2.13
H 0.49 -0.78 0.94
H -1.23 0.02 -0.08


Result set for ΔE to the lowest compared entry with this formula, charge and spin: 268.4; 249.8; 24.8; 0.0; 267.3; 144.4; 268.3 kJ/mol, one per record in the order listed.